Entry 1:
Entry from the Open Molecules 2025 dataset: a molecular structure, C16H21MoN3O2S2 (wB97M-V/def2-TZVPD).

CARTESIAN COORDINATES (ANGSTROEM)
1 Mo -1.3328 0.3286 -0.1640
2 S -2.2862 -1.3486 1.5038
3 C -2.2192 -1.6535 -0.1083
4 N -1.8278 -1.6018 -1.2326
5 C -3.8548 3.0417 -1.6119
6 C -2.9381 2.0240 -1.0777
7 O -1.6694 2.2230 -0.9278
8 O -3.2978 0.8486 -0.7322
9 H -3.4280 4.0332 -1.5056
10 H -4.8226 2.9625 -1.1227
11 H -4.0026 2.8304 -2.6747
12 S 0.0016 1.6362 1.3078
13 C -0.2330 1.3212 3.0080
14 N -0.2886 2.3158 3.8699
15 C -0.3854 1.8515 5.2690
16 C -0.3880 0.3140 5.1021
17 N -0.2885 0.1605 3.6316
18 H -0.2546 3.2840 3.5946
19 H -1.2979 2.2208 5.7253
20 H 0.4634 2.2069 5.8442
21 H -1.3000 -0.1439 5.4718
22 H 0.4633 -0.1551 5.5858
23 H -0.2336 -0.7278 3.1662
24 C 2.3072 -0.7744 0.2959
25 C 1.8359 -0.1756 -1.0112
26 C 2.9103 0.6291 -1.7097
27 C 0.4519 0.0997 -1.2847
28 C 1.0230 -1.2529 -1.9973
29 C 0.7854 -2.5367 -1.4449
30 C 0.7674 -3.6531 -2.2386
31 C 0.9519 -3.5195 -3.6156
32 C 1.1543 -2.2673 -4.1998
33 C 1.2005 -1.1541 -3.4018
34 H 2.7224 0.0387 0.8943
35 H 3.1007 -1.5032 0.1293
36 H 1.5125 -1.2314 0.8757
37 H 3.2332 1.4202 -1.0293
38 H 2.5664 1.1047 -2.6262
39 H 3.7774 0.0061 -1.9324
40 H 0.2920 0.8391 -2.0731
41 H 0.6376 -2.6492 -0.3826
42 H 0.6044 -4.6292 -1.8017
43 H 0.9391 -4.4039 -4.2427
44 H 1.2820 -2.1751 -5.2705
45 H 1.3651 -0.1842 -3.8558

Results
**Energy**: -49008.5763 eV
**Kohn-Sham gap (alpha / beta)**: 7.4599 / 7.5076 eV
**Highest occupied orbital energy (alpha / beta)**: -15.235 / -15.292 eV
**Net charge**: +2



Entry 2:
Entry from the Open Molecules 2025 dataset: a molecular structure, C16H21N2 at a distorted geometry (wB97M-V/def2-TZVPD).

CARTESIAN COORDINATES (ANGSTROEM)
1 C 1.1874 -1.0936 2.4404
2 C 2.1252 -0.0999 1.6921
3 C 1.2132 1.0269 1.1532
4 N -0.0416 0.8755 1.9029
5 N -1.0702 1.3911 1.2339
6 C -2.2978 1.1611 1.5931
7 C -0.2198 -0.5133 2.3397
8 H 1.2088 -2.1001 1.9950
9 H 1.4615 -1.1649 3.5047
10 H 2.8619 0.3291 2.3986
11 H 2.6641 -0.6039 0.8642
12 H 1.6569 2.0200 1.3033
13 H 1.0469 0.9109 0.0674
14 H -2.5944 2.0205 2.4438
15 H -2.3897 0.0717 2.0345
16 H -0.8512 -1.0725 1.6223
17 H -0.7629 -0.5470 3.2904
18 C -3.1082 2.6810 0.0217
19 C -2.3973 4.0328 -0.2102
20 C -2.6115 4.7742 1.1134
21 C -2.8144 3.9334 2.0894
22 C -3.1857 2.3903 1.5532
23 C -4.6090 1.9900 1.9654
24 C -5.0538 2.3044 3.2474
25 C -6.3526 1.9684 3.6176
26 C -7.1895 1.3290 2.7105
27 C -6.7147 0.9791 1.4140
28 C -5.3908 1.2967 1.0885
29 H -4.0968 2.8046 -0.3860
30 H -2.6654 1.8292 -0.4913
31 H -1.3311 3.7944 -0.4094
32 H -2.7770 4.5609 -1.1086
33 H -2.4236 5.8613 1.1492
34 H -2.7665 4.0534 3.1625
35 H -4.3743 2.7456 3.9751
36 H -6.7363 2.2295 4.6343
37 H -8.2694 1.0505 3.0075
38 H -7.3852 0.4914 0.7068
39 H -4.9699 0.9225 0.1428

Results
**Energy**: -19899.5057 eV
**Kohn-Sham gap**: 7.6151 eV
**Highest occupied orbital energy**: -12.344 eV
**Net charge**: +1



Entry 3:
Entry from the Open Molecules 2025 dataset: a single C16H21NO3 molecule at a distorted geometry (wB97M-V/def2-TZVPD).

CARTESIAN COORDINATES (ANGSTROEM)
1 C -0.3225 1.2610 -3.0469
2 C -0.4491 0.8293 -1.5174
3 C -1.1496 2.1002 -0.8731
4 O -0.5210 3.1449 -0.9311
5 C -2.5862 2.0584 -0.3124
6 C -3.4847 0.9351 -0.7754
7 O -2.7413 -0.2586 -1.2730
8 C -1.4716 -0.3277 -1.7162
9 O -1.1423 -1.2867 -2.3985
10 H -0.3096 0.3690 -3.6893
11 H -1.2057 1.8853 -3.3497
12 H 0.5897 1.8515 -3.2526
13 H -2.4906 1.9927 0.7824
14 H -3.0578 3.0395 -0.5103
15 H -4.1086 0.5116 0.0374
16 H -4.1359 1.2841 -1.6074
17 C 2.3437 -0.1941 -2.6442
18 N 1.7240 -0.5147 -1.3816
19 C 1.8165 -1.9207 -1.0191
20 C 0.9166 0.4538 -0.6825
21 C 0.8845 -0.1020 0.8274
22 C 1.9610 -0.5141 1.6755
23 C 1.7369 -0.9441 2.9935
24 C 0.4397 -0.9238 3.5188
25 C 0.1752 -1.2999 4.9647
26 C -0.6075 -0.5587 2.6803
27 C -0.3816 -0.2458 1.3446
28 H 3.2938 -0.7480 -2.7355
29 H 1.7136 -0.5476 -3.4796
30 H 2.5239 0.8849 -2.7471
31 H 2.0977 -2.4728 -1.9396
32 H 2.6142 -2.1609 -0.2809
33 H 0.8583 -2.3248 -0.6581
34 H 1.4292 1.4529 -0.6648
35 H 2.9872 -0.5605 1.3146
36 H 2.5539 -1.2873 3.6440
37 H -0.8634 -1.0574 5.2327
38 H 0.3451 -2.3807 5.1032
39 H 0.8463 -0.7634 5.6538
40 H -1.6197 -0.5120 3.0655
41 H -1.2023 -0.1478 0.6479

Results
**Energy**: -24563.3465 eV
**Kohn-Sham gap**: 8.3135 eV
**Highest occupied orbital energy**: -7.746 eV
**SMILES**: Cc1ccc([C@@H](N(C)C)[C@]2(C)C(=O)CCOC2=O)cc1



Entry 4:
Entry from the Open Molecules 2025 dataset: a single C16H21NO4S molecule (wB97M-V/def2-TZVPD).

CARTESIAN COORDINATES (ANGSTROEM)
1 C 0.3339 3.6951 1.7198
2 C -0.4773 3.2953 0.4939
3 H 0.1672 2.7958 -0.2325
4 H -0.8785 4.1924 0.0171
5 C -1.6508 2.3752 0.8536
6 C -1.1629 1.0812 1.4696
7 O -1.1964 0.8700 2.6662
8 N -0.6360 0.1583 0.6164
9 C -0.6160 0.2745 -0.7978
10 C -1.7949 0.1589 -1.5302
11 C -1.7703 0.2481 -2.9036
12 C -0.5642 0.4390 -3.5850
13 C 0.6163 0.5321 -2.8527
14 C 0.5838 0.4492 -1.4714
15 H 1.5040 0.5245 -0.9117
16 H 1.5660 0.6700 -3.3441
17 O -0.6546 0.5116 -4.9322
18 C 0.5221 0.6948 -5.6988
19 C 0.1150 0.7343 -7.1630
20 H 0.9930 0.8741 -7.7868
21 H -0.5786 1.5529 -7.3332
22 H -0.3738 -0.1963 -7.4372
23 H 1.0126 1.6360 -5.4149
24 H 1.2196 -0.1350 -5.5206
25 H -2.6758 0.1637 -3.4829
26 H -2.7293 -0.0066 -1.0148
27 C -0.0122 -1.0283 1.1943
28 C -0.9103 -1.6799 2.2203
29 C -0.3334 -2.2672 3.2468
30 H -0.7883 -2.8005 4.0554
31 S 1.4408 -2.0867 3.1016
32 O 1.9810 -3.2576 2.4622
33 O 2.0745 -1.6521 4.3122
34 C 1.3202 -0.7399 1.8740
35 H 2.1765 -0.7703 1.2100
36 H 1.2807 0.1879 2.4368
37 H -1.9737 -1.6597 2.0391
38 H 0.1357 -1.7402 0.3724
39 H -2.2796 2.8676 1.5971
40 H -2.2424 2.1762 -0.0392
41 H 1.1609 4.3412 1.4342
42 H 0.7372 2.8186 2.2208
43 H -0.2915 4.2290 2.4312

Results
**Energy**: -37447.2694 eV
**Kohn-Sham gap**: 9.4215 eV
**Highest occupied orbital energy**: -8.908 eV
**SMILES**: CCCC(=O)N(c1ccc(OCC)cc1)[C@@H]1C=CS(=O)(=O)C1



Entry 5:
Entry from the Open Molecules 2025 dataset: a molecular structure, C16H22AsF6IrN2O7S2Si at a distorted geometry (wB97M-V/def2-TZVPD).

CARTESIAN COORDINATES (ANGSTROEM)
1 Ir -0.2163 0.1308 0.0643
2 O 3.0189 0.3995 3.0066
3 C 2.0050 0.4581 2.3491
4 O 1.7553 -0.1727 1.2785
5 C 0.9029 1.4483 2.7840
6 C 1.1806 2.3594 3.7923
7 C 0.2017 3.2818 4.1187
8 C -1.0136 3.2336 3.4514
9 C -1.2130 2.2694 2.4712
10 N -0.2485 1.4242 2.1415
11 H 2.1435 2.3260 4.2756
12 H 0.3884 4.0306 4.8746
13 H -1.7994 3.9412 3.6706
14 H -2.1483 2.1972 1.9326
15 F -1.7141 4.8590 0.5941
16 C -1.0150 4.2180 -0.3405
17 F -0.6221 5.0875 -1.2594
18 F 0.0826 3.7531 0.2747
19 S -2.1344 2.8962 -1.1413
20 O -1.9255 1.6941 -0.3329
21 O -3.4360 3.4356 -1.0422
22 N -1.6098 2.7749 -2.6110
23 S -0.2054 2.0918 -2.7604
24 O 0.4118 1.9472 -1.4557
25 O 0.6503 2.6289 -3.7548
26 C -0.6532 0.3881 -3.4372
27 F 0.4043 -0.2779 -3.8893
28 F -1.4841 0.5737 -4.4507
29 F -1.2760 -0.3768 -2.5314
30 C 3.1550 2.0223 -0.4908
31 As 2.8089 0.3504 -1.4481
32 C 3.2647 0.7046 -3.3097
33 C 4.1037 -0.9706 -0.7952
34 O 1.3466 -0.4428 -1.4223
35 H 4.1878 2.2907 -0.7147
36 H 3.0453 1.8945 0.5823
37 H 2.4797 2.7934 -0.8485
38 H 4.3146 0.9932 -3.3628
39 H 2.6360 1.5114 -3.6864
40 H 3.0959 -0.1941 -3.9026
41 H 5.1201 -0.6202 -0.9729
42 H 3.9291 -1.8999 -1.3385
43 H 3.9367 -1.1311 0.2710
44 C -1.7326 -5.4633 2.0890
45 Si -2.4064 -4.4330 0.6067
46 C -4.3052 -4.2681 0.8127
47 C -1.9675 -5.3916 -0.9931
48 C -1.6921 -2.7221 0.5734
49 C -1.2426 -1.5789 0.5368
50 H -2.2114 -6.4368 2.1066
51 H -1.9365 -4.9588 3.0264
52 H -0.6621 -5.6038 1.9935
53 H -4.7629 -5.2512 0.8492
54 H -4.7250 -3.7233 -0.0251
55 H -4.5549 -3.7386 1.7248
56 H -2.4335 -6.3720 -0.9763
57 H -0.8959 -5.5242 -1.0924
58 H -2.3261 -4.8567 -1.8656

Results
**Energy**: -143779.2487 eV
**Kohn-Sham gap (alpha / beta)**: 6.7212 / 5.6176 eV
**Highest occupied orbital energy (alpha / beta)**: -13.205 / -13.114 eV
**Multiplicity**: 2
**Net charge**: +1



Quick rundown of energy above the lowest of the compared OMol25 structures with the same formula, charge and spin, same order as above: 12.2; 185.9; 81.8; 21.0; 16.7 kcal per mole